P) Computed, not measured: a cluster of 2 separate species, C3H8S2 in total, with ωB97M-V with the def2-TZVPD basis set.

```
! wB97M-V def2-TZVPD RIJCOSX def2/J DEFGRID3
* xyz 0 1
C -1.544 -0.155 0.439
C -0.860 -0.959 -0.375
C -0.866 -0.781 -1.868
H -1.775 -0.448 1.451
H -2.060 0.701 0.018
H -0.085 -1.612 0.015
H -0.219 -1.490 -2.390
H -1.832 -0.929 -2.333
H -0.505 0.216 -2.114
S 1.908 2.222 2.288
S 2.760 1.133 0.770
H 1.113 1.279 2.819
H 3.964 0.823 1.279
*
```

The value obtained for the lowest unoccupied orbital energy is 0.373 eV. The value obtained for the molecular weight is 108.231 g mol⁻¹. The HOMO energy is -9.369 eV. The structure (SMILES) is C=CC.SS.

Q) Computed, not measured: a cluster of 2 separate species, C3H8S2 in total, with ωB97M-V with the def2-TZVPD basis set.

```
! wB97M-V def2-TZVPD RIJCOSX def2/J DEFGRID3
* xyz 0 1
C 0.586 -2.240 -0.710
C -0.024 -2.019 0.458
H 0.320 -2.979 -1.455
H 1.185 -1.471 -1.194
H -0.683 -2.757 0.894
H 0.279 -1.094 0.923
C 0.167 1.480 -0.612
S -1.338 1.003 0.349
S -1.135 2.054 2.079
H 0.291 0.754 -1.418
H 1.029 1.507 0.047
H 0.077 2.462 -1.073
H -0.756 3.298 1.712
*
```

The value obtained for the lowest unoccupied orbital energy is 0.593 eV. The value obtained for the molecular weight is 108.231 g mol⁻¹. The HOMO energy is -8.439 eV. The structure (SMILES) is C=C.CSS.

Which structure wins on stability? P) wins.

P) Computed, not measured: a cluster of 2 separate species, C3H8S2 in total, with ωB97M-V with the def2-TZVPD basis set.

```
! wB97M-V def2-TZVPD RIJCOSX def2/J DEFGRID3
* xyz 0 1
C -1.581 -1.188 -2.622
C -0.532 -0.768 -1.912
H -2.297 -1.804 -2.094
H -1.733 -0.871 -3.642
H -0.372 -1.133 -0.908
H 0.092 0.018 -2.317
C 1.564 1.529 1.706
S -0.208 1.119 1.599
S -0.439 -0.924 1.919
H 1.544 2.348 2.426
H 2.320 0.795 1.944
H 1.679 1.991 0.723
H -0.037 -1.112 3.178
*
```

The value obtained for the lowest unoccupied orbital energy is 0.500 eV. The value obtained for the molecular weight is 108.231 g mol⁻¹. The HOMO energy is -8.756 eV. The structure (SMILES) is C=C.CSS.

Q) Computed, not measured: the molecule C3H8S2, with ωB97M-V with the def2-TZVPD basis set.

```
! wB97M-V def2-TZVPD RIJCOSX def2/J DEFGRID3
* xyz 0 1
C -0.952 1.949 -1.657
C -1.108 0.555 -1.044
S 0.525 -0.293 -0.777
S 0.106 -1.157 1.037
C 0.892 0.049 2.204
H -0.215 2.588 -1.148
H -0.615 1.924 -2.694
H -1.942 2.407 -1.665
H -1.771 0.019 -1.706
H -1.444 0.711 -0.022
H 0.540 -0.329 3.170
H 0.616 1.094 2.017
H 1.970 -0.117 2.112
*
```

The value obtained for the lowest unoccupied orbital energy is 0.806 eV. The value obtained for the molecular weight is 108.231 g mol⁻¹. The HOMO energy is -8.798 eV. The structure (SMILES) is CCSSC.

Which structure wins on stability? Q) wins.

P) Computed, not measured: the molecule C2H2I4, with ωB97M-V with the def2-TZVPD basis set.

```
! wB97M-V def2-TZVPD RIJCOSX def2/J DEFGRID3
* xyz 0 1
C 0.376 -0.327 0.051
C -0.824 -0.696 0.479
I 1.018 1.670 0.144
I -1.564 2.386 -1.509
I 3.436 0.211 0.830
I -1.921 -2.199 -0.483
H 0.836 -0.832 -0.791
H -1.358 -0.213 1.278
*
```

The value obtained for the lowest unoccupied orbital energy (alpha / beta) is -2.654 / -2.508 eV. The value obtained for the molecular weight is 533.654 g mol⁻¹. The HOMO energy (alpha / beta) is -8.889 / -9.178 eV.

Q) Computed, not measured: a structure of composition C2H2I4, with ωB97M-V with the def2-TZVPD basis set.

```
! wB97M-V def2-TZVPD RIJCOSX def2/J DEFGRID3
* xyz 0 1
C -0.138 0.626 -0.487
C 0.551 -0.361 0.285
I -0.017 2.628 -0.104
I -3.123 -0.105 0.219
I 2.730 -0.071 0.248
I 0.117 -2.457 -0.158
H -0.679 0.245 -1.389
H 0.560 -0.504 1.385
*
```

The value obtained for the lowest unoccupied orbital energy (alpha / beta) is -3.030 / -3.036 eV. The value obtained for the molecular weight is 533.654 g mol⁻¹. The HOMO energy (alpha / beta) is -8.716 / -8.705 eV.

R) Computed, not measured: a structure of composition C2H2I4, with ωB97M-V with the def2-TZVPD basis set.

```
! wB97M-V def2-TZVPD RIJCOSX def2/J DEFGRID3
* xyz 0 1
C 0.122 -1.258 -0.381
C -0.008 1.146 0.161
I -0.648 -2.250 1.281
I 1.733 1.568 1.267
I -1.808 1.472 1.226
I -0.049 1.973 -1.792
H 1.151 -1.437 -0.371
H -0.494 -1.214 -1.391
*
```

The value obtained for the lowest unoccupied orbital energy (alpha / beta) is -1.308 / -1.146 eV. The value obtained for the molecular weight is 533.654 g mol⁻¹. The HOMO energy (alpha / beta) is -8.411 / -8.383 eV.

Which structure wins on stability? P) wins.

P) Computed, not measured: a cluster of 2 separate species, C2H9NO in total, with ωB97M-V with the def2-TZVPD basis set.

```
! wB97M-V def2-TZVPD RIJCOSX def2/J DEFGRID3
* xyz 0 1
C -2.427 -2.475 1.876
O -2.137 -1.158 1.421
C -1.819 -1.085 0.048
H -3.084 -2.969 1.168
H -1.502 -3.025 2.004
H -2.923 -2.355 2.840
H -0.822 -0.640 -0.062
H -1.886 -2.060 -0.446
H -2.524 -0.404 -0.435
N 4.934 4.197 -2.237
H 4.168 4.693 -1.798
H 5.452 3.760 -1.489
H 4.571 3.521 -2.891
*
```

The value obtained for the lowest unoccupied orbital energy is 1.110 eV. The value obtained for the molecular weight is 63.100 g mol⁻¹. The HOMO energy is -9.699 eV. The structure (SMILES) is COC.N.

Q) Computed, not measured: a cluster of 2 separate species, C2H9NO in total, with ωB97M-V with the def2-TZVPD basis set.

```
! wB97M-V def2-TZVPD RIJCOSX def2/J DEFGRID3
* xyz 0 1
C -1.556 0.722 0.007
N -1.248 -0.725 -0.131
H -2.682 0.757 0.019
H -1.296 1.323 1.028
H -1.101 1.143 -0.795
H -0.221 -1.094 -0.259
H -1.607 -1.286 0.540
C 1.595 0.676 -0.034
O 1.149 -0.745 0.185
H 1.295 1.117 0.820
H 2.748 0.985 -0.212
H 0.927 0.976 -0.972
H 1.244 -1.270 -0.576
*
```

The value obtained for the lowest unoccupied orbital energy is 0.901 eV. The value obtained for the molecular weight is 63.100 g mol⁻¹. The HOMO energy is -8.008 eV. The structure (SMILES) is CN.CO.

R) Computed, not measured: a cluster of 2 separate species, C2H9NO in total, with ωB97M-V with the def2-TZVPD basis set.

```
! wB97M-V def2-TZVPD RIJCOSX def2/J DEFGRID3
* xyz 0 1
C -0.586 -1.007 0.825
O 0.073 -0.770 -0.399
C -0.744 -0.388 -1.465
H -0.014 -0.513 1.601
H -1.620 -0.665 0.816
H -0.608 -2.072 1.048
H -1.495 -1.138 -1.727
H -1.292 0.539 -1.261
H -0.098 -0.186 -2.311
N 1.294 1.897 1.000
H 0.872 1.206 0.388
H 2.143 2.254 0.581
H 0.655 2.683 1.026
*
```

The value obtained for the lowest unoccupied orbital energy is 1.026 eV. The value obtained for the molecular weight is 63.100 g mol⁻¹. The HOMO energy is -9.797 eV. The structure (SMILES) is COC.N.

S) Computed, not measured: a cluster of 2 separate species, C2H9NO in total, with ωB97M-V with the def2-TZVPD basis set.

```
! wB97M-V def2-TZVPD RIJCOSX def2/J DEFGRID3
* xyz 0 1
C 1.317 0.718 -0.852
O 0.332 0.100 0.051
C 0.514 -1.258 0.451
H 1.641 1.690 -0.506
H 0.992 0.958 -1.830
H 2.110 -0.048 -1.053
H 1.538 -1.434 0.879
H 0.445 -1.911 -0.492
H -0.331 -1.565 1.102
N -2.453 0.605 0.732
H -2.057 1.537 0.684
H -1.538 0.218 1.146
H -2.510 0.390 -0.311
*
```

The value obtained for the lowest unoccupied orbital energy is 0.894 eV. The value obtained for the molecular weight is 63.100 g mol⁻¹. The HOMO energy is -9.744 eV. The structure (SMILES) is COC.N.

Which structure wins on stability? R) wins.